Below is C2H3O10P2Zr as an isolated structure at a distorted geometry, with properties calculated with the ωB97M-V functional and the def2-TZVPD basis.

Calculated values
Total charge: -3
Gap between HOMO and LUMO in eV: 3.784
HOMO energy in eV: 3.71
Lowest unoccupied orbital energy in eV: 7.50

Each line ends with the Mulliken charge.
Element x y z (Å)
Zr (0.039, -0.392, 0.764)  1.415
P (2.374, 0.794, 0.821)  0.747
O (1.955, -0.450, -0.131)  -0.606
O (1.002, 1.536, 1.001)  -0.547
O (3.703, 1.207, 1.406)  -0.773
O (1.795, -0.204, 1.940)  -0.684
P (-1.348, -1.638, 2.550)  0.784
O (-1.950, -1.215, 1.150)  -0.682
O (-2.009, -2.248, 3.734)  -0.914
O (-0.820, -0.146, 2.671)  -0.603
O (-0.051, -2.233, 1.868)  -0.668
C (-0.634, 0.915, -3.198)  -1.208
C (-0.772, 0.421, -1.790)  1.338
O (-0.669, -0.799, -1.486)  -0.716
O (-0.955, 1.128, -0.772)  -0.698
H (-1.455, 1.597, -3.436)  0.304
H (-0.444, 0.153, -3.945)  0.277
H (0.240, 1.574, -3.144)  0.234